Entry 1:
Formula: C8H10NO4S
Source: OMol25
Level of theory: ωB97M-V/def2-TZVPD

ΔE to the lowest compared entry with this formula, charge and spin: 94.94 kcal/mol
Charge: -1
Kohn-Sham gap (spin up / spin down): 8.3 / 8.3 eV

CARTESIAN COORDINATES (ANGSTROEM)
C  -1.2717  -1.2480  0.4113
C  -1.0390  -1.1095  -2.3297
C  -0.0467  -2.1710  -1.8260
C  1.7729  0.2315  0.3837
C  1.1112  1.2311  -0.5634
C  -0.3678  -1.0268  -0.9005
C  0.6003  -0.0716  -0.3838
C  0.4658  2.4367  0.0767
N  -0.9392  -0.1104  1.0635
O  -1.0776  -0.7224  3.6472
O  -2.0415  -2.1085  0.6664
O  0.5525  0.9687  2.7562
O  -1.8384  1.4546  2.7909
S  -0.8446  0.3738  2.7409
H  -0.6133  -0.5534  -3.2088
H  -2.0238  -1.4013  -2.3009
H  -0.1903  -3.2693  -1.5809
H  0.9446  -2.2612  -2.3228
H  2.6547  -0.3451  0.1640
H  1.7284  0.1726  1.4498
H  1.6235  1.4912  -1.5229
H  -0.5501  2.1504  0.2355
H  0.4958  3.3464  -0.4894
H  0.8943  2.5417  1.0430

Force components x, y, z for each atom (eV/Å):
1.5923 2.1585 -1.2555
4.0721 -0.1215 0.7156
0.9903 -1.5548 -0.2053
1.4637 -1.7629 -1.0361
1.8122 2.1204 -0.5485
-0.8751 -2.0492 -1.0688
-3.7789 -0.4004 2.3779
-0.5154 -0.5986 -0.1734
2.3563 0.3348 -0.6418
0.2713 -0.2776 -0.4717
-1.0954 -1.7959 0.1193
-2.2197 -1.6047 0.3989
0.5211 -1.0447 0.1275
0.8461 2.9611 -0.7444
-0.8211 -0.2461 1.1988
-2.1924 -0.2594 -0.1376
-1.0796 1.5713 0.1183
-0.5432 1.0810 0.2611
0.6402 0.0969 -1.0111
-0.8319 1.0031 0.6883
-0.2513 -0.7148 0.7016
-0.8987 0.2466 0.2692
0.2760 0.3844 -0.4740
0.2610 0.4725 0.7915

---

Entry 2:
Formula: C8H10NOPS
Source: OMol25
Level of theory: ωB97M-V/def2-TZVPD

ΔE to the lowest compared entry with this formula, charge and spin: 60.80 kcal/mol
SMILES: C/C(S)=N/P(O)c1ccccc1
Kohn-Sham gap: 9.2 eV

CARTESIAN COORDINATES (ANGSTROEM)
C  -2.1154  -0.2838  -1.1711
C  -1.6660  0.0523  0.1750
S  -2.2357  -1.2003  1.3967
N  -0.9612  1.0641  0.3665
P  -0.0475  2.0411  1.4123
O  0.1843  3.2942  0.3664
C  1.3468  0.8068  0.8976
C  1.7234  -0.1466  1.7645
C  2.3967  -1.2980  1.3262
C  2.6957  -1.4254  -0.0543
C  2.3876  -0.3497  -0.9166
C  1.7782  0.7624  -0.4409
H  -2.4670  0.6111  -1.5964
H  -1.2949  -0.6692  -1.6694
H  -2.9298  -0.9103  -1.2240
H  -2.8898  -1.8794  0.4401
H  0.0268  4.1755  0.7579
H  1.4507  -0.1572  2.8933
H  2.6936  -2.1644  2.0495
H  3.1873  -2.3354  -0.4099
H  2.4307  -0.2208  -2.0187
H  1.5602  1.4208  -1.2726

Force components x, y, z for each atom (eV/Å):
-0.2889 1.2651 0.2298
0.0783 0.0135 1.8377
0.4347 0.5461 -0.2231
-0.9052 0.2802 0.1595
0.8119 -1.5837 -0.8575
0.0857 0.4702 0.1843
-0.7247 3.2042 -0.6734
0.1597 -2.2286 3.2893
0.9460 -1.4167 -0.6448
0.1034 0.0408 0.7157
0.2703 -0.7232 -0.6168
-0.8099 0.1109 0.4412
0.0178 1.3169 -0.9773
1.5438 -0.7759 -1.4117
-1.5857 -1.7600 0.0153
0.0669 -0.0929 0.4574
0.1047 -0.8161 -0.0675
0.2577 0.4310 -2.0976
-0.6682 1.8560 -1.3957
-0.2354 0.3464 0.0308
0.8812 -1.3776 0.7181
-0.5441 0.8934 0.8863

---

Entry 3:
Formula: C8H10O
Source: OMol25
Level of theory: ωB97M-V/def2-TZVPD

ΔE to the lowest compared entry with this formula, charge and spin: 155.15 kcal/mol
SMILES: C=C[C@H]1[C@H]2C[C@H]3O[C@H]3[C@@H]12
Kohn-Sham gap: 9.9 eV

CARTESIAN COORDINATES (ANGSTROEM)
C  0.3155  -1.3585  2.5056
C  0.3672  -0.1943  1.6591
C  1.0308  -0.0091  0.3552
C  0.7044  -0.2865  -1.0658
C  -0.4900  -0.8047  -1.5016
C  -1.5232  0.3651  -1.2166
O  -1.6631  0.8443  0.1985
C  -0.7585  1.5103  -0.8366
C  0.7163  1.2982  -0.5315
H  0.8021  -2.4808  2.2009
H  0.0833  -1.4422  3.6625
H  -0.1252  0.5197  2.3766
H  2.0386  0.0953  0.4328
H  1.7153  -0.6190  -1.5005
H  -0.9461  -1.4517  -0.6669
H  -0.3674  -1.2261  -2.5561
H  -2.3366  0.6239  -1.7926
H  -1.1746  2.5521  -1.0141
H  1.6112  2.0639  -0.7090

Force components x, y, z for each atom (eV/Å):
2.3732 -1.1108 -1.7609
-1.5464 -4.2238 5.7339
-2.9097 3.0961 -0.3100
8.0740 1.8264 1.8392
-5.7252 -1.3847 0.1413
2.1336 0.3568 0.5418
0.9091 -0.6863 -2.8146
-0.3982 3.1938 2.8140
0.4922 -2.1640 -1.2343
-1.3709 3.2577 0.3802
-0.0586 0.9702 -2.7428
0.7350 0.5457 -1.9735
2.9127 -0.3892 0.7499
-1.9697 0.3275 -0.0354
1.0273 -0.5235 -1.7281
-1.0823 0.5002 1.5446
-2.0629 -0.4250 -1.2339
0.9359 -1.3313 -0.0462
-2.4691 -1.8358 0.1347